This record from OMol25 describes C2H3N5O in the gas phase. The level of theory is ωB97M-V with the def2-TZVPD basis set.

Structure (XYZ):
```
11
Properties=species:S:1:pos:R:3:forces:R:3
O -0.234 0.939 -2.206 1.1 -0.8 0.9
N -0.871 1.088 -1.009 -0.6 -1.5 0.1
N 0.106 -0.913 3.096 -0.6 -0.3 4.2
N 0.787 0.032 -2.016 1.0 0.3 -1.3
N -0.554 -0.017 1.003 -2.5 1.4 6.1
N 0.832 -0.399 -0.842 -2.3 0.3 -1.4
C -0.336 0.141 -0.275 2.0 2.5 -1.2
C 0.213 -0.771 1.901 0.2 -0.2 -4.9
H 0.771 -1.641 3.411 -0.5 0.8 -0.1
H -1.141 0.666 1.559 0.5 -0.9 -1.6
H 0.868 -1.298 1.297 1.8 -1.4 -0.9
```
Positions in Å, forces in eV/Å.

Output
- structure (SMILES) = [H]/N=C/Nc1nnon1
- E_HOMO (eV) = -9.8335
- orbital gap (eV) = 9.97

natural (NBO) population analysis, charges in e, atoms 1 to 5: -0.138, -0.158, -0.649, 0.152, -0.606

***

This record from OMol25 describes C2H3N5O in the gas phase. The level of theory is ωB97M-V with the def2-TZVPD basis set.

Structure (XYZ):
```
11
Properties=species:S:1:pos:R:3:forces:R:3
O 2.501 -0.893 -0.002 0.2 0.1 -0.4
N 1.319 1.144 -0.171 -0.9 0.6 -0.2
N -0.619 0.329 0.237 -1.1 -1.5 0.1
N 0.167 -0.833 0.066 1.1 1.5 -0.3
N 0.076 1.427 -0.006 1.4 -0.9 -0.2
N -2.696 -0.792 -0.205 0.7 0.4 -0.4
C 1.496 -0.259 -0.089 -1.0 -0.3 0.7
C -2.072 0.266 0.067 1.0 -0.2 0.5
H -2.517 1.228 0.331 0.0 -0.3 -0.2
H -2.024 -1.537 -0.465 -0.5 0.3 0.3
H 0.259 -1.510 0.829 -0.8 0.4 0.0
```
Positions in Å, forces in eV/Å.

Output
- structure (SMILES) = [H]/N=C\n1nnc(=O)[nH]1
- E_HOMO (eV) = -10.2138
- orbital gap (eV) = 9.57

natural (NBO) population analysis, charges in e, atoms 1 to 5: -0.540, -0.289, -0.106, -0.502, 0.083

***

This record from OMol25 describes C2H3N5O2 in the gas phase. The level of theory is ωB97M-V with the def2-TZVPD basis set.

Structure (XYZ):
```
12
Properties=species:S:1:pos:R:3:forces:R:3
O 3.291 -0.042 0.548 -3.4 -0.1 -0.4
O 1.937 -1.282 -0.691 -0.9 0.1 -0.6
N -2.459 0.675 -0.115 0.2 0.9 -0.1
N -1.247 0.928 0.425 1.4 -1.4 -0.1
N -0.385 -0.879 -0.940 1.3 0.7 0.7
N 0.566 -1.513 -1.360 -0.4 0.9 1.3
N 1.006 0.397 0.567 1.6 0.9 1.4
C 2.124 -0.261 0.184 3.3 -0.7 -0.2
C -0.253 0.182 0.107 -1.9 -0.5 -1.6
H 1.184 1.044 1.338 -0.4 -0.1 -0.5
H -3.165 0.935 0.529 -0.6 0.2 0.3
H -2.599 -0.185 -0.592 0.0 -0.8 -0.3
```
Positions in Å, forces in eV/Å.

Output
- structure (SMILES) = N/N=c1\nnoc(=O)[nH]1
- E_HOMO (eV) = -9.1449
- orbital gap (eV) = 8.39

natural (NBO) population analysis, charges in e, atoms 1 to 5: -0.587, -0.422, -0.615, -0.224, -0.186

***

This record from OMol25 describes C2H3N5OSi in the gas phase. The level of theory is ωB97M-V with the def2-TZVPD basis set.

Structure (XYZ):
```
12
Properties=species:S:1:pos:R:3:forces:R:3
Si 0.102 -0.160 -0.506 2.1 -2.1 0.2
O 0.556 -1.362 0.587 -0.9 -0.8 1.7
N -2.690 0.562 5.993 0.1 -1.0 -0.3
N -0.211 -1.473 1.749 -0.2 -1.8 0.3
N -1.458 -2.050 3.835 -1.9 2.9 1.1
N -0.991 -2.956 3.166 -0.6 -2.1 1.7
N -0.256 -2.694 2.116 2.0 2.7 -3.5
C -2.112 -1.221 4.383 1.6 -3.4 -2.5
C -2.429 -0.354 5.325 -0.7 3.1 2.2
H 0.097 1.062 0.132 -0.1 2.1 0.8
H -1.160 -0.460 -1.067 -1.0 -0.2 -0.8
H 1.386 -0.477 -1.178 -0.5 0.6 -0.9
```
Positions in Å, forces in eV/Å.

Output
- E_HOMO (spin up / spin down) (eV) = -9.3378 / -9.3369
- orbital gap (spin up / spin down) (eV) = 8.12 / 8.12

natural (NBO) population analysis, charges in e, atoms 1 to 5: 1.205, -0.691, -0.188, 0.028, 0.065

***

This record from OMol25 describes C2H3NO in the gas phase. The level of theory is ωB97M-V with the def2-TZVPD basis set.

Structure (XYZ):
```
7
Properties=species:S:1:pos:R:3:forces:R:3
O -1.184 -0.659 -0.258 -0.7 0.0 0.3
N 2.231 -0.490 -0.125 4.3 -1.4 0.0
C 1.154 -0.202 -0.117 -4.2 1.3 -0.2
C -0.223 0.345 -0.095 1.3 -0.2 -0.8
H -0.197 1.167 -0.858 -0.8 -1.0 0.3
H -1.516 -0.981 0.611 0.6 0.5 -0.9
H -0.265 0.819 0.843 -0.5 0.8 1.3
```
Positions in Å, forces in eV/Å.

Output
- structure (SMILES) = N#CCO
- E_HOMO (eV) = -11.7627
- orbital gap (eV) = 12.23

natural (NBO) population analysis, charges in e, atoms 1 to 5: -0.691, -0.312, 0.243, -0.152, 0.221

***

This record from OMol25 describes C2H3NO in the gas phase. The level of theory is ωB97M-V with the def2-TZVPD basis set.

Structure (XYZ):
```
7
Properties=species:S:1:pos:R:3:forces:R:3
O 0.370 0.897 -0.095 1.3 -2.4 -0.6
N 2.382 -0.526 0.037 2.2 -1.5 0.0
C 1.461 0.120 -0.072 -3.4 2.8 0.1
C -0.810 0.029 -0.047 2.1 -2.6 3.7
H -0.873 -0.843 -0.709 0.7 0.5 0.0
H -0.961 -0.321 1.069 0.6 0.4 -2.1
H -1.570 0.644 -0.184 -3.4 2.8 -1.1
```
Positions in Å, forces in eV/Å.

Output
- structure (SMILES) = COC#N
- E_HOMO (eV) = -11.1826
- orbital gap (eV) = 11.87

natural (NBO) population analysis, charges in e, atoms 1 to 5: -0.476, -0.399, 0.532, -0.238, 0.205

***

This record from OMol25 describes 2 unconnected molecules or ions with the total composition C2H3NO. The level of theory is ωB97M-V with the def2-TZVPD basis set.

Structure (XYZ):
```
7
Properties=species:S:1:pos:R:3:forces:R:3
O -0.914 -0.819 0.133 0.2 0.0 0.6
N 1.430 0.594 0.112 0.9 3.4 0.4
C 1.514 -0.513 -0.028 0.7 -2.5 -0.3
C -1.074 0.367 0.042 -1.6 0.0 -0.1
H -0.637 1.227 0.566 0.6 -0.7 0.5
H -1.839 0.691 -0.631 -0.9 0.5 -0.9
H 1.519 -1.547 -0.194 0.1 -0.7 0.0
```
Positions in Å, forces in eV/Å.

Output
- structure (SMILES) = C#N.C=O
- E_HOMO (eV) = -10.1576
- orbital gap (eV) = 10.92

natural (NBO) population analysis, charges in e, atoms 1 to 5: -0.533, -0.372, 0.126, 0.305, 0.144

***

This record from OMol25 describes 2 unconnected molecules or ions with the total composition C2H3NO2. The level of theory is ωB97M-V with the def2-TZVPD basis set.

Structure (XYZ):
```
8
Properties=species:S:1:pos:R:3:forces:R:3
O -2.866 0.096 0.692 -1.1 -0.6 3.6
O -0.868 -0.657 0.516 -1.0 0.0 0.0
N -1.840 -0.279 -0.053 1.5 -0.2 -0.3
C 1.725 -0.050 -1.104 -1.3 -0.4 -0.6
C 2.505 0.428 -0.363 2.6 1.8 1.7
H 0.872 -0.354 -1.617 -0.6 -0.6 -0.7
H -2.796 -0.173 1.744 0.5 0.8 -3.3
H 3.268 0.989 0.184 -0.8 -0.8 -0.4
```
Positions in Å, forces in eV/Å.

Output
- structure (SMILES) = O=NO.C#C
- E_HOMO (eV) = -10.5513
- orbital gap (eV) = 10.84

natural (NBO) population analysis, charges in e, atoms 1 to 5: -0.508, -0.321, 0.372, -0.225, -0.244

***

This record from OMol25 describes 2 unconnected molecules or ions with the total composition C2H3NO2. The level of theory is ωB97M-V with the def2-TZVPD basis set.

Structure (XYZ):
```
8
Properties=species:S:1:pos:R:3:forces:R:3
O -0.737 -0.553 0.851 0.0 -0.2 0.6
O 0.747 0.354 -1.514 -1.1 -0.2 -0.4
N 2.250 0.537 0.274 -1.0 -0.4 -1.5
C 1.338 0.437 -0.520 2.6 0.5 1.0
C -1.718 -0.534 0.176 -0.4 1.5 -2.3
H -1.825 0.293 -0.688 0.0 -1.5 1.6
H -2.535 -1.287 0.218 0.2 0.2 0.3
H 2.481 0.752 1.203 -0.4 0.1 0.8
```
Positions in Å, forces in eV/Å.

Output
- structure (SMILES) = N=C=O.C=O
- E_HOMO (eV) = -10.3422
- orbital gap (eV) = 11.11

natural (NBO) population analysis, charges in e, atoms 1 to 5: -0.514, -0.533, -0.780, 0.877, 0.294

***

This record from OMol25 describes C2H3NO2 in the gas phase. The level of theory is ωB97M-V with the def2-TZVPD basis set.

Structure (XYZ):
```
8
Properties=species:S:1:pos:R:3:forces:R:3
O -2.493 0.474 -0.001 0.3 0.2 0.2
O -1.655 -0.619 0.042 0.9 -0.3 -0.2
N -0.390 -0.234 -0.056 0.7 3.3 -0.3
C 0.375 0.829 -0.071 -3.2 -2.1 0.1
C 1.071 -0.426 -0.049 -0.5 -2.0 -0.5
H 0.252 1.815 0.248 0.0 1.3 0.1
H 1.430 -0.913 -0.905 0.7 -0.1 -1.5
H 1.410 -0.927 0.792 1.0 -0.4 2.1
```
Positions in Å, forces in eV/Å.

Output
- E_HOMO (spin up / spin down) (eV) = -8.1369 / -8.1335
- orbital gap (spin up / spin down) (eV) = 7.99 / 7.99

natural (NBO) population analysis, charges in e, atoms 1 to 5: -0.510, -0.016, 0.088, -0.013, -0.180

***

no.,E_tot (hartree)
1,-426.912814
2,-426.953964
3,-502.179119
4,-716.286935
5,-207.966154
6,-207.935908
7,-207.923725
8,-283.051565
9,-283.208870
10,-282.919787